(1)
A 3-piece molecular cluster, C2H12N2O2 overall. Source: OMol25; level of theory: ωB97M-V/def2-TZVPD.

```
18
Properties=species:S:1:pos:R:3:forces:R:3
C 0.825840 0.345751 1.704636 1.54 0.13 -1.77
N 0.594468 -0.015403 0.281206 -0.39 0.07 2.55
C 1.716445 -0.538715 -0.417008 -0.66 0.93 -2.67
N 1.381410 -1.519130 -1.468727 1.17 0.94 -0.68
H 0.976978 -0.605009 2.197698 -0.02 0.08 0.83
H 1.752605 0.988152 1.795734 -0.51 -0.60 0.12
H 0.042457 0.957462 2.118315 -0.65 -0.24 0.10
H -0.106927 0.595658 -0.124791 0.68 -0.25 -0.55
H 2.522978 -0.949537 0.169335 -0.24 0.05 0.97
H 2.185636 0.294390 -1.043670 0.00 -0.84 0.66
H 0.850665 -2.363537 -1.357500 -0.39 0.32 0.65
H 1.163653 -0.995015 -2.301363 -0.38 -0.58 -0.12
H -1.261463 0.799693 -1.690215 -0.95 0.16 0.56
H -2.395042 1.488083 -0.780983 0.28 -0.96 0.02
O -1.734135 1.621058 -1.477959 0.74 0.82 -0.91
H -2.335077 0.362293 1.326154 -0.48 -0.42 0.37
H -3.451895 -0.554652 0.594544 0.06 0.05 0.59
O -2.728596 0.088458 0.474596 0.22 0.33 -0.72
```
Forces are in eV/Å.

Results
- Orbital gap (alpha / beta): 3.007 / 8.752 eV
- ⟨S²⟩: 0.75
- LUMO energy (alpha / beta): 3.83 / 3.72 eV
- HOMO energy (alpha / beta): 0.83 / -5.03 eV
- 2S+1: 2
- Total charge: -1

---

(2)
A 4-piece molecular cluster, C2H12N2O3 overall. Source: OMol25; level of theory: ωB97M-V/def2-TZVPD.

```
19
Properties=species:S:1:pos:R:3:forces:R:3
C 0.928512 0.791410 4.092154 -1.12 0.55 -1.07
N -0.179798 2.540302 2.099750 0.30 0.18 -0.21
C 0.698397 1.463502 1.771887 -2.30 1.33 1.89
N 1.180862 0.709393 2.657974 1.38 -1.10 -0.82
H 0.091653 0.064592 4.353405 0.96 1.01 -0.16
H 0.676063 1.843793 4.375735 0.03 -0.91 0.42
H 1.844975 0.499483 4.586683 0.04 -0.10 0.30
H -0.220475 2.777342 3.075526 -0.13 -0.20 0.08
H -1.113153 2.500655 1.710409 0.23 0.02 -0.43
H 0.787254 1.435964 0.695074 0.60 -0.82 -0.11
H -1.689271 1.542738 -3.119173 -0.24 -0.33 0.01
H -2.493726 1.192968 -1.793726 0.19 -0.06 -0.46
O -1.772071 1.731506 -2.169587 0.12 0.36 0.52
H -2.133638 -6.085585 -1.400057 0.14 -0.32 0.27
H -1.471847 -7.210110 -0.549257 0.16 0.22 -0.03
O -2.279243 -6.956541 -1.000525 -0.30 0.14 -0.24
H 3.082320 0.202266 -6.798720 -0.26 0.00 0.19
H 1.784348 0.243247 -5.952263 0.05 0.00 0.04
O 2.278839 0.713075 -6.635291 0.16 0.02 -0.20
```
Forces are in eV/Å.

Results
- Orbital gap (alpha / beta): 2.041 / 9.362 eV
- ⟨S²⟩: 0.75
- LUMO energy (alpha / beta): 3.01 / 2.95 eV
- HOMO energy (alpha / beta): 0.97 / -6.41 eV
- 2S+1: 2
- Total charge: -1

---

(3)
A 4-piece molecular cluster, C2H12N2O3 overall. Source: OMol25; level of theory: ωB97M-V/def2-TZVPD.

```
19
Properties=species:S:1:pos:R:3:forces:R:3
C 0.262759 1.179729 0.525635 -2.74 3.73 -0.43
N -0.726412 2.193666 -0.193996 1.82 -2.21 0.76
C -2.073750 1.937818 0.177417 -0.92 -1.50 2.68
N -2.699195 0.779106 -0.560376 1.38 -0.12 -0.84
H 0.509539 0.397574 -0.190482 0.21 -0.80 -0.86
H -0.226091 0.795292 1.412725 -0.07 -0.47 -0.14
H 1.132211 1.795299 0.813366 0.06 -0.38 -0.64
H -1.973612 1.608492 1.226472 -0.39 -0.16 -0.06
H -2.852450 2.699345 0.251792 0.87 1.05 -1.00
H -3.674572 0.946718 -0.801389 0.34 0.50 0.02
H 2.495800 -1.152351 2.371404 -0.34 0.17 -1.07
H 2.147765 -1.566261 0.820506 0.18 0.12 0.17
O 2.166122 -0.796055 1.518741 0.06 -0.11 0.69
H -0.201207 -1.381822 -2.125583 0.68 -0.39 0.29
H 0.968999 -1.960442 -1.108155 0.13 -0.42 -0.02
O 0.115678 -1.463812 -1.214550 -0.72 0.96 0.04
H -2.175059 0.657561 -1.437684 -0.44 -0.27 0.40
H 2.700294 -3.302895 0.156617 -0.03 -0.33 -0.17
O 2.225460 -2.618981 -0.315193 -0.09 0.65 0.18
```
Forces are in eV/Å.

Results
- Orbital gap: 2.884 eV
- LUMO energy: -5.00 eV
- HOMO energy: -7.88 eV
- Total charge: 0

---

(4)
A 4-piece molecular cluster, C2H12N2O3 overall. Source: OMol25; level of theory: ωB97M-V/def2-TZVPD.

```
19
Properties=species:S:1:pos:R:3:forces:R:3
C -0.668843 -0.348471 2.238074 0.62 0.03 -1.40
N -0.282682 -1.287565 1.178356 0.75 -1.62 1.62
C -1.049030 -1.778172 0.319097 -2.03 0.67 0.36
N -2.292700 -1.181023 -0.111568 1.13 -0.34 0.63
H -0.124203 -0.571454 3.147747 0.34 -0.24 -0.04
H -0.342103 0.634881 1.909607 -0.61 0.55 0.34
H -1.715755 -0.478504 2.489866 -0.37 0.56 -0.17
H -1.006483 -2.839777 0.063359 0.91 0.28 -0.96
H -2.327351 -0.288579 0.364664 -0.31 0.31 -0.24
H -2.199951 -0.995050 -1.102054 -0.39 -0.09 -0.17
O 2.148572 3.841603 1.201475 0.03 0.14 0.07
H 2.604155 4.679638 1.143584 -0.12 0.62 0.19
H 2.790514 3.281490 0.774055 0.08 -0.74 -0.24
O 1.060543 -1.929647 -3.971972 0.18 0.12 -0.39
H 1.577012 -2.149751 -3.195551 -0.08 -0.06 0.21
H 0.149009 -1.831568 -3.695845 -0.10 -0.06 0.21
O 0.346586 1.382551 -0.750384 0.22 -0.37 -0.32
H 0.653812 1.285599 -1.662107 -0.13 0.23 0.10
H 0.678896 0.573800 -0.340404 -0.11 0.00 0.22
```
Forces are in eV/Å.

Results
- SMILES: C/N=C\N.O.O.O
- Orbital gap: 9.188 eV
- LUMO energy: 0.36 eV
- HOMO energy: -8.83 eV
- Total charge: 0

---

(5)
A 4-piece molecular cluster, C2H12N2O3 overall. Source: OMol25; level of theory: ωB97M-V/def2-TZVPD.

```
19
Properties=species:S:1:pos:R:3:forces:R:3
N -0.398767 2.116963 -0.128725 0.36 -0.86 0.39
C 0.141724 0.803334 -0.017917 -0.08 -1.35 0.17
C 0.657001 0.070949 -1.043983 -0.17 0.59 1.61
N 1.243601 -1.227344 -0.864889 2.17 -0.81 -1.27
H -1.288962 2.113242 0.355460 -0.16 0.26 -0.19
H -0.501960 2.426996 -1.089016 -0.05 -0.13 0.16
H 0.029343 0.312829 1.035502 0.37 1.09 -1.92
H 0.586707 0.440301 -2.047022 0.07 0.18 -0.44
H 1.987649 -1.209129 -0.117308 -1.07 0.06 -1.03
H 1.758565 -1.591766 -1.769408 -1.58 1.18 2.43
O 2.880843 0.128322 1.226247 -2.54 -2.76 -0.10
H 2.135907 0.694750 1.050620 -0.67 0.33 -0.22
H 3.572363 0.694667 1.305497 3.40 2.46 0.41
O -1.416899 -1.832861 0.228930 -2.12 -2.65 -0.28
H -1.697386 -2.756393 -0.103903 0.65 2.33 0.88
H -0.540538 -1.726024 -0.111407 1.43 0.08 -0.62
O -2.900826 0.542227 0.716837 -1.45 -0.06 0.30
H -2.412614 -0.261062 0.477734 -0.09 -0.28 -0.01
H -3.835747 0.260002 0.896742 1.53 0.34 -0.28
```
Forces are in eV/Å.

Results
- SMILES: N/C=C/N.O.O.O
- Orbital gap: 8.472 eV
- LUMO energy: 0.82 eV
- HOMO energy: -7.65 eV
- Total charge: 0

---

(6)
A 4-piece molecular cluster, C2H12N2O3 overall. Source: OMol25; level of theory: ωB97M-V/def2-TZVPD.

```
19
Properties=species:S:1:pos:R:3:forces:R:3
C -3.060620 0.946101 -0.440713 1.17 -1.21 -1.59
N -2.087808 1.185275 0.666834 1.73 -0.56 3.00
C -0.862582 0.567249 0.762343 -5.28 0.11 -1.32
N 0.014695 1.114185 1.498072 2.21 -0.21 1.62
H -2.592173 0.097038 -1.110048 -0.68 1.81 1.19
H -4.070129 0.542910 -0.216706 0.69 0.84 0.53
H -3.021803 1.918699 -1.015633 -0.56 -1.24 0.51
H -2.220459 1.689094 1.656981 -0.59 -0.53 -3.40
H -0.826591 -0.461452 0.412777 0.57 -0.02 -0.74
H 0.285105 2.012173 1.147032 0.60 1.12 0.09
H 1.879981 -0.873866 -2.483304 -1.40 -0.74 -1.23
H 2.357098 -0.450793 -1.026561 2.02 -0.42 -4.50
O 2.671212 -0.534650 -2.125810 -0.50 1.03 5.51
H 1.305995 -2.486778 -0.335919 0.22 -0.11 0.06
H 0.119529 -2.448673 0.621172 -0.43 0.47 0.80
O 0.632976 -3.029934 0.087566 0.34 -0.44 -0.80
H 3.901908 0.135859 0.358430 -0.23 -0.25 0.06
H 2.486835 0.394379 0.905141 0.48 -0.10 0.25
O 3.086832 -0.316818 0.638346 -0.36 0.46 -0.06
```
Forces are in eV/Å.

Results
- Orbital gap (alpha / beta): 8.224 / 5.084 eV
- ⟨S²⟩: 0.76
- LUMO energy (alpha / beta): -5.72 / -8.86 eV
- HOMO energy (alpha / beta): -13.95 / -13.95 eV
- 2S+1: 2
- Total charge: +1

---

(7)
C2H12N4O6Y as an isolated structure. Source: OMol25; level of theory: ωB97M-V/def2-TZVPD.

```
25
Properties=species:S:1:pos:R:3:forces:R:3
Y -2.521950 -0.406454 0.223714 -1.25 0.99 0.99
O -4.708430 -0.100814 3.794234 0.73 -0.02 -0.52
H -4.177800 0.254856 4.533464 -0.11 -0.18 -0.60
O -2.204320 -4.519924 -0.110056 0.24 0.43 -0.22
H -2.483620 -5.426274 0.124554 -0.16 0.87 0.18
O -5.245800 1.253356 -2.395476 0.46 -0.26 0.23
H -5.357540 2.147816 -2.772266 0.43 -0.44 0.49
O -1.390470 3.230746 1.534584 -0.25 -1.01 -0.06
H -1.708080 3.369866 2.447984 0.06 -0.37 -0.57
C 0.372680 0.722056 -5.143206 1.09 -2.70 2.20
O 0.163330 0.049766 -4.147066 0.95 -1.09 0.65
N 1.366150 0.690336 -6.004936 3.64 -1.47 -1.07
N -0.458380 1.580386 -5.515166 -5.62 4.87 -1.27
H 1.415470 1.451106 -6.667436 0.64 -0.50 0.21
H 2.191000 0.215296 -5.667226 0.14 0.26 -0.54
H -1.294240 1.587896 -4.948266 -0.18 0.64 -0.48
H -0.276500 2.192176 -6.297946 -0.75 -0.04 0.44
C 2.813420 -1.134004 4.326454 0.34 3.90 -0.62
O 1.935790 -1.140284 3.498084 -0.55 -0.36 -0.23
N 3.326400 0.072026 4.843284 -0.67 0.20 -0.09
N 3.506440 -2.153164 4.756354 1.17 -2.85 0.91
H 4.122250 0.137076 5.461734 -0.29 -0.11 -0.29
H 2.960680 0.929476 4.454524 -0.02 -0.28 0.19
H 3.424280 -3.009004 4.226374 0.12 0.03 0.49
H 4.229240 -1.994324 5.443694 -0.14 -0.52 -0.41
```
Forces are in eV/Å.

Results
- Orbital gap: 3.896 eV
- LUMO energy: -0.98 eV
- HOMO energy: -4.87 eV
- Total charge: -1

---

(8)
A 2-piece molecular cluster, C2H12N6 overall. Source: OMol25; level of theory: ωB97M-V/def2-TZVPD.

```
20
Properties=species:S:1:pos:R:3:forces:R:3
C 2.147816 -0.199518 -0.412258 0.83 1.49 -0.55
C -0.168052 -0.408099 0.387107 0.32 -0.06 0.03
N 0.941538 -0.971907 0.090411 -0.77 0.16 0.30
N 1.147030 -2.280156 0.130076 -0.15 -1.19 0.01
N 1.854222 1.986106 0.534818 -0.96 0.37 1.61
N -4.286745 0.557262 0.005599 1.81 -1.30 -0.50
N 1.971794 1.176403 -0.606312 0.53 -0.85 -1.11
N -3.248889 -0.095254 -0.226770 -1.81 1.56 0.69
H 2.944301 -0.366429 0.326367 -0.30 -0.16 -0.06
H 2.433615 -0.661311 -1.364704 -0.22 -0.08 0.24
H -0.262433 0.660757 0.322251 0.37 0.16 -0.05
H -1.002314 -0.986278 0.746924 0.12 -0.31 0.07
H 0.459043 -2.879023 0.567287 0.11 0.23 0.05
H 2.083598 -2.645135 0.027773 0.00 0.35 0.03
H 1.797226 2.967634 0.273260 0.38 -0.30 -0.08
H 2.644408 1.844262 1.165122 0.01 0.23 -0.50
H -5.221387 0.356403 -0.373845 -0.03 -0.20 -0.18
H -4.204253 1.362096 0.634003 0.08 0.09 0.09
H 1.366696 1.469854 -1.363508 0.19 -0.13 0.13
H -3.397220 -0.887673 -0.863600 -0.52 -0.06 -0.19
```
Forces are in eV/Å.

Results
- Orbital gap: 3.991 eV
- LUMO energy: -10.64 eV
- HOMO energy: -14.64 eV
- Total charge: +2

---

> What is the formula in the first record?

C2H12N2O2

---

> What is the total charge in the fifth record?

0